Below is C26H23N3O9P2PrS5 as an isolated structure in a non-equilibrium geometry, with properties calculated with the ωB97M-V functional and the def2-TZVPD basis.

Positions of all 69 atoms, in Å:
Pr: 0.059 0.970 -0.084
S: -0.614 2.007 -9.534
S: -2.236 -0.207 -8.567
S: -3.279 0.748 -4.553
S: -2.222 2.196 -6.948
S: -2.928 -2.080 -6.458
P: -1.836 3.265 -1.705
P: 0.522 3.767 -0.177
O: 0.074 3.067 1.091
O: -3.124 3.972 -1.923
O: -0.660 4.298 -1.097
O: 1.323 2.792 -1.029
O: -0.570 1.803 5.011
O: -1.032 2.824 -3.068
O: 0.409 1.672 7.254
O: -1.766 1.983 -0.832
O: 1.202 5.068 0.336
N: -1.530 -0.378 1.466
N: 2.138 -0.353 0.518
N: 0.315 -0.181 5.796
C: -2.679 -0.449 -6.902
C: 3.073 -1.204 2.610
C: -0.435 0.561 4.886
C: -2.049 -2.192 2.903
C: 2.247 -2.678 0.867
C: -1.523 -1.492 3.999
C: 2.727 -0.096 1.734
C: 0.044 -0.774 -3.130
C: 3.733 0.400 4.365
C: 3.382 1.474 3.522
C: 1.152 -2.880 -3.476
C: 0.364 -1.855 -3.973
C: -1.899 -1.659 1.650
C: 2.999 1.205 2.220
C: -1.663 1.409 -8.446
C: -4.715 -2.082 -6.114
C: -2.802 0.707 -6.162
C: 0.731 0.357 7.072
C: 1.675 -2.780 -2.173
C: -1.020 -0.204 3.810
C: -1.285 0.391 2.573
C: 0.569 -0.768 -1.868
C: 2.773 -2.492 2.137
C: 1.945 -1.591 0.036
C: 1.365 -1.697 -1.321
C: 3.612 -0.903 3.888
H: -1.403 -1.983 4.948
H: -0.595 0.015 -3.474
H: 1.771 5.501 -0.315
H: 0.037 -1.903 -4.991
H: 0.527 -1.159 5.665
H: -2.147 -2.176 0.722
H: -1.641 2.598 -3.819
H: 2.448 -3.528 -1.858
H: 1.828 0.183 7.143
H: 2.761 2.035 1.555
H: 1.393 -3.741 -4.122
H: 0.315 -0.269 7.916
H: -5.161 -1.949 -7.117
H: 4.188 0.564 5.326
H: -2.527 -3.176 3.082
H: -1.160 1.476 2.443
H: 2.153 -3.646 0.396
H: 0.083 2.018 6.339
H: 4.030 -1.689 4.487
H: -5.048 -3.031 -5.667
H: 2.974 -3.342 2.778
H: 3.584 2.511 3.848
H: -4.979 -1.249 -5.492

## Properties
HOMO (alpha / beta) in eV: -3.644 / -3.644
Total charge: -1
Multiplicity: 3

Atom charges from the Mulliken analysis, given in e for atoms 1 to 6: number 1, Pr, carries 1.1211; number 2, S, carries -0.3439; number 3, S, carries -0.1297; number 4, S, carries -0.4132; number 5, S, carries -0.0516; number 6, S, carries -0.0651

***

Below is one molecule with the formula C26H23N5O4S in a non-equilibrium geometry, with properties calculated with the ωB97M-V functional and the def2-TZVPD basis.

Positions of all 59 atoms, in Å:
S: 1.391 -1.367 -3.312
O: -4.100 -0.029 -3.394
O: -0.452 1.400 -3.023
O: 0.917 1.720 4.801
O: -3.259 0.955 -1.491
N: 1.388 1.652 -1.690
N: 2.936 -0.635 -1.210
N: -0.786 2.319 3.404
N: 1.172 -1.792 -0.593
N: 2.924 -0.690 0.123
C: -4.100 1.144 -2.609
C: -0.199 2.248 2.136
C: -0.070 -1.430 3.723
C: -0.235 2.042 4.621
C: 0.040 -2.683 -0.707
C: 0.198 -1.417 2.366
C: -2.603 -0.220 -1.720
C: 1.513 -1.488 1.914
C: -1.108 -2.033 -1.441
C: -0.519 2.245 -0.258
C: 0.832 1.971 -0.440
C: 1.167 2.056 1.947
C: -1.641 -2.635 -2.568
C: -1.024 2.378 1.021
C: -1.598 -0.802 -0.992
C: 0.962 -1.505 4.641
C: -3.123 -0.825 -2.867
C: -2.664 -2.042 -3.304
C: 2.273 -1.561 4.198
C: 0.725 1.218 -2.795
C: 1.606 0.409 -3.735
C: 2.549 -1.550 2.846
C: 1.890 -1.288 -1.641
C: 1.868 -1.365 0.510
C: 1.674 1.929 0.670
C: -1.241 2.184 5.748
H: 0.361 -3.577 -1.253
H: 3.566 -1.575 2.485
H: -1.772 2.545 3.392
H: 1.247 0.488 -4.760
H: -3.066 -2.508 -4.187
H: 2.730 1.750 0.539
H: 1.821 1.978 2.798
H: -0.250 -2.983 0.304
H: -2.070 1.495 5.602
H: -1.177 2.315 -1.106
H: -2.081 2.561 1.149
H: -1.243 -3.581 -2.901
H: 0.746 -1.502 5.699
H: -0.622 -1.313 1.671
H: -5.122 1.360 -2.267
H: -1.187 -0.301 -0.130
H: -1.629 3.199 5.781
H: -1.095 -1.369 4.062
H: 2.373 1.410 -1.630
H: -3.724 1.989 -3.211
H: 3.082 -1.601 4.911
H: -0.751 1.959 6.691
H: 2.665 0.650 -3.665

## Properties
HOMO in eV: -7.750
SMILES: CC(=O)Nc1ccc(NC(=O)CSc2nnc(-c3ccccc3)n2Cc2ccc3c(c2)OCO3)cc1

Atom charges from the Mulliken analysis, given in e for atoms 1 to 6: number 1, S, carries -0.1605; number 2, O, carries -0.5033; number 3, O, carries -0.5815; number 4, O, carries -0.5905; number 5, O, carries -0.4904; number 6, N, carries -0.1230

***

Below is C26H23N6OReS as an isolated structure, with properties calculated with the ωB97M-V functional and the def2-TZVPD basis.

Positions of all 58 atoms, in Å:
Re: -0.393 -0.573 0.258
S: -2.456 0.259 1.046
O: 1.524 -0.667 -0.264
N: -0.009 -2.624 0.649
N: -0.349 1.383 -0.456
N: -0.196 -0.820 2.233
N: -3.621 2.486 0.193
N: -1.465 2.213 -0.499
N: -0.068 -1.943 2.838
C: 0.088 2.511 4.761
C: -1.653 -1.532 -1.202
C: 0.738 1.368 2.749
C: -0.696 0.538 -4.209
C: 0.832 2.465 3.591
C: 0.289 -4.268 2.401
C: 2.375 0.180 -0.806
C: 0.033 -2.962 1.957
C: -0.100 0.322 3.101
C: -2.959 1.086 -3.608
C: -2.904 0.181 -2.561
C: 4.236 1.908 -1.994
C: 0.691 -4.845 0.126
C: -0.740 1.450 5.103
C: 4.611 0.623 -1.572
C: 3.703 -0.229 -0.988
C: 2.944 2.322 -1.814
C: 1.989 1.473 -1.214
C: 0.384 -3.564 -0.243
C: 0.605 -5.222 1.475
C: 0.670 1.968 -1.033
C: -1.746 -0.561 -2.327
C: -2.486 1.765 0.152
C: -0.836 0.343 4.276
C: -0.647 -0.380 -3.174
C: -1.853 1.277 -4.424
H: 0.254 -0.967 -3.018
H: -1.897 1.990 -5.237
H: 0.160 0.667 -4.859
H: 1.344 1.317 1.853
H: 0.159 3.371 5.413
H: 0.266 -4.460 3.464
H: -2.624 -1.794 -0.791
H: 2.633 3.311 -2.127
H: -1.183 -2.448 -1.551
H: 0.454 2.963 -1.411
H: -3.629 3.410 -0.203
H: -3.868 1.645 -3.788
H: 1.497 3.279 3.337
H: 0.995 -5.550 -0.634
H: -1.315 1.482 6.018
H: 3.987 -1.220 -0.662
H: 5.634 0.297 -1.707
H: 4.964 2.560 -2.454
H: -1.475 -0.492 4.528
H: 0.821 -6.238 1.776
H: -3.766 0.035 -1.922
H: 0.462 -3.260 -1.275
H: -4.410 2.171 0.726

## Properties
HOMO (alpha / beta) in eV: -10.865 / -10.849
Energy above the lowest of the compared OMol25 structures with the same formula, charge and spin in eV: 0.194
Total charge: +1
Multiplicity: 2

Atom charges from the Mulliken analysis, given in e for atoms 1 to 6: number 1, Re, carries 0.9641; number 2, S, carries -0.5984; number 3, O, carries -0.4205; number 4, N, carries -0.2275; number 5, N, carries 1.0487; number 6, N, carries 1.3613

***

Below is C26H24BCoIN9O2 as an isolated structure in a non-equilibrium geometry, with properties calculated with the ωB97M-V functional and the def2-TZVPD basis.

Positions of all 64 atoms, in Å:
I: 3.249 0.800 -3.509
Co: 0.135 -0.295 -2.273
O: -0.066 -2.219 -1.921
O: 0.501 2.938 4.484
N: 1.261 -3.245 3.330
N: -1.348 0.050 -0.858
N: -0.419 1.600 -2.907
N: 1.376 -0.452 -0.716
N: -1.747 1.800 -3.081
N: 1.754 -2.471 4.204
N: -2.387 -0.497 -3.666
N: -1.096 -0.859 -3.723
N: -2.585 0.314 -1.303
C: 2.841 0.242 1.019
C: 2.077 -0.314 5.183
C: 0.385 -3.903 1.258
C: -0.742 3.649 -3.749
C: 1.139 -1.594 -0.024
C: 2.572 -0.885 1.748
C: 0.810 1.615 4.502
C: 1.312 3.806 5.254
C: 1.630 -1.823 1.266
C: 1.830 1.053 5.259
C: 0.276 -0.560 3.621
C: 0.192 2.709 -3.306
C: 0.014 0.789 3.706
C: -3.112 -1.253 -4.499
C: -1.426 -0.023 0.468
C: 2.173 0.456 -0.196
C: -3.448 0.387 -0.280
C: 1.344 -1.130 4.332
C: -0.012 -3.707 -0.063
C: -1.006 -1.870 -4.578
C: -2.745 0.174 0.888
C: 1.573 -0.535 -3.544
C: 1.130 -2.973 1.975
C: -2.264 -2.158 -5.108
C: 0.323 -2.535 -0.727
C: -1.959 3.023 -3.587
B: -2.778 0.688 -2.779
H: -2.962 3.363 -3.785
H: -4.493 0.584 -0.451
H: -0.617 -4.437 -0.585
H: 3.558 0.971 1.370
H: 2.313 1.370 -0.756
H: 2.015 -1.518 -3.398
H: -2.514 -2.914 -5.831
H: 1.204 -0.442 -4.560
H: -3.905 1.041 -2.985
H: -0.057 -2.340 -4.772
H: -0.810 1.234 3.161
H: 2.433 1.661 5.917
H: 1.264 3.556 6.317
H: 0.068 -4.787 1.797
H: -0.352 -1.199 3.013
H: 3.094 -1.061 2.676
H: -0.558 -0.194 1.080
H: -4.172 -1.096 -4.606
H: -0.551 4.634 -4.136
H: 2.353 3.777 4.922
H: -3.119 0.164 1.898
H: 2.877 -0.758 5.763
H: 1.263 2.797 -3.254
H: 0.912 4.804 5.105

## Properties
HOMO (alpha / beta) in eV: -6.808 / -6.961
Energy above the lowest of the compared OMol25 structures with the same formula, charge and spin in eV: 1.921

Atom charges from the Mulliken analysis, given in e for atoms 1 to 6: number 1, I, carries -0.0114; number 2, Co, carries -0.2115; number 3, O, carries -0.1363; number 4, O, carries -0.4267; number 5, N, carries -0.4238; number 6, N, carries 0.6778

***

Below is C26H24BrN4O2Re as an isolated structure, with properties calculated with the ωB97M-V functional and the def2-TZVPD basis.

Positions of all 58 atoms, in Å:
Re: 0.130 0.213 -0.002
Br: -2.067 -4.452 -5.465
O: -0.483 -0.746 -1.746
O: -0.169 -1.753 0.129
N: 1.086 0.705 1.843
N: 2.120 -0.157 -0.455
N: 0.320 2.266 -0.212
N: -1.838 0.572 0.632
C: 2.219 -0.268 1.953
C: -0.930 -4.284 -0.935
C: -0.196 4.321 -1.310
C: -4.499 0.932 1.322
C: -0.900 -3.122 -1.728
C: 0.431 5.019 -0.279
C: -1.101 1.368 2.894
C: 0.943 2.947 0.784
C: -2.163 1.006 1.885
C: -2.841 0.341 -0.269
C: 0.138 0.496 2.981
C: 2.927 -0.340 0.628
C: -4.164 0.510 0.041
C: -3.488 1.178 2.236
C: -1.611 -4.359 -3.654
C: 1.007 4.323 0.776
C: 2.626 -0.274 -1.708
C: -0.527 -1.892 -1.142
C: 4.259 -0.631 0.476
C: -1.646 -5.513 -2.867
C: 3.955 -0.560 -1.915
C: -0.235 2.952 -1.246
C: -1.240 -3.158 -3.096
C: 4.781 -0.742 -0.812
C: -1.307 -5.475 -1.517
C: 1.629 2.104 1.818
H: -0.831 2.421 2.759
H: -3.727 1.510 3.237
H: 2.689 2.052 1.558
H: -1.208 -2.261 -3.699
H: 1.568 2.554 2.810
H: -1.342 -6.382 -0.931
H: -0.128 -0.561 2.989
H: 4.888 -0.775 1.345
H: 0.669 0.716 3.911
H: -5.535 1.068 1.605
H: -2.537 0.013 -1.251
H: -0.645 4.835 -2.148
H: 2.894 0.020 2.760
H: 4.335 -0.642 -2.923
H: 0.476 6.101 -0.302
H: -0.664 -4.239 0.111
H: -1.571 1.328 3.877
H: 5.830 -0.970 -0.951
H: -0.708 2.354 -2.015
H: -1.939 -6.451 -3.322
H: 1.511 4.847 1.578
H: 1.930 -0.130 -2.523
H: -4.918 0.312 -0.708
H: 1.797 -1.246 2.194

## Properties
HOMO (alpha / beta) in eV: -16.167 / -16.168
Total charge: +3
Multiplicity: 2

Atom charges from the Mulliken analysis, given in e for atoms 1 to 6: number 1, Re, carries 1.0167; number 2, Br, carries -0.0807; number 3, O, carries -0.6886; number 4, O, carries -0.7600; number 5, N, carries -0.3328; number 6, N, carries 0.1868

***

Below is C26H24CeN9O2S as an isolated structure in a non-equilibrium geometry, with properties calculated with the ωB97M-V functional and the def2-TZVPD basis.

Positions of all 63 atoms, in Å:
Ce: -8.941 -14.157 -7.318
S: -7.958 -12.589 -4.581
O: -7.017 -11.557 -4.227
O: -7.518 -13.903 -5.083
N: -8.837 -14.924 -9.863
N: -11.209 -14.577 -7.964
N: -7.807 -16.440 -7.417
N: -12.356 -13.511 -9.553
N: -8.302 -9.980 -6.664
N: -8.263 -11.968 -7.963
N: -7.222 -18.138 -8.762
N: -8.931 -12.101 -5.819
N: -12.425 -13.295 -0.834
C: -9.790 -14.026 -3.212
C: -13.955 -12.261 -8.038
C: -7.036 -19.027 -4.758
C: -14.135 -12.004 -6.653
C: -7.283 -17.501 -6.607
C: -8.204 -9.919 -9.064
C: -8.108 -11.285 -9.095
C: -13.037 -13.263 -8.348
C: -10.171 -14.566 -10.306
C: -11.220 -13.196 -1.435
C: -9.404 -11.797 -2.290
C: -10.758 -14.282 -2.246
C: -12.692 -13.903 -6.001
C: -7.206 -17.718 -5.215
C: -8.330 -16.282 -9.977
C: -9.088 -12.820 -3.243
C: -7.746 -16.884 -8.696
C: -11.207 -14.208 -9.274
C: -12.342 -13.992 -7.346
C: -6.938 -18.585 -7.467
C: -13.575 -12.858 -5.665
C: -10.448 -11.991 -1.397
C: -6.806 -20.114 -5.651
C: -8.469 -11.269 -6.799
C: -8.177 -9.316 -7.808
C: -6.686 -19.892 -7.027
H: -7.935 -11.879 -10.005
H: -6.774 -21.123 -5.251
H: -12.311 -14.660 -5.331
H: -6.317 -20.699 -7.674
H: -9.144 -16.948 -10.309
H: -8.150 -14.276 -10.232
H: -13.784 -12.672 -4.613
H: -10.711 -11.184 -0.702
H: -7.193 -18.669 -9.613
H: -11.187 -15.258 -2.086
H: -14.744 -11.178 -6.339
H: -12.586 -13.207 -10.492
H: -8.297 -9.310 -9.968
H: -8.874 -10.847 -2.303
H: -9.500 -14.837 -3.903
H: -8.064 -8.250 -7.669
H: -7.486 -16.335 -10.699
H: -12.763 -12.579 -0.179
H: -7.182 -19.188 -3.679
H: -10.591 -15.403 -10.914
H: -12.899 -14.221 -0.810
H: -7.227 -16.914 -4.509
H: -14.519 -11.725 -8.810
H: -10.086 -13.681 -10.929

## Properties
HOMO (alpha / beta) in eV: -12.487 / -12.487
Energy above the lowest of the compared OMol25 structures with the same formula, charge and spin in eV: 0.146
Total charge: +2
Multiplicity: 2

Atom charges from the Mulliken analysis, given in e for atoms 1 to 6: number 1, Ce, carries 1.1016; number 2, S, carries 1.3225; number 3, O, carries -0.6721; number 4, O, carries -0.5410; number 5, N, carries -0.1338; number 6, N, carries -0.4028